Entry 1:
A cluster of 9 separate species, C32H48ClO20 in total. Source: OMol25; level of theory: the ωB97M-V functional and the def2-TZVPD basis.

Last column: Mulliken charge in e.
CARTESIAN COORDINATES (ANGSTROEM)
Cl -0.30512 0.28806 0.58421  1.1164
O 0.60605 -5.09726 3.73040  -0.3682
O -0.50472 0.14253 -0.85175  -0.4078
O -1.26066 3.70323 5.03564  -0.5900
O 4.75222 2.31102 3.31763  -0.3114
O -0.73365 0.56889 -5.57241  -0.6272
O 1.06818 0.69675 0.77099  -0.5883
O -0.54263 -0.92842 1.23519  -0.5561
O -2.45325 -3.21030 -2.92730  -0.3886
O -2.20420 1.34505 -4.08012  -0.4129
O 4.46445 2.57519 -0.47438  -0.2788
O 1.08734 -1.15456 -3.29193  -0.0480
O -6.38327 0.65035 1.90707  -0.4159
O -1.51650 -5.03598 3.31614  -0.6056
O -2.44164 2.18399 5.80644  -0.3571
O 6.35344 3.72822 3.76825  -0.6980
O -0.82386 -3.50412 -1.38494  -0.6010
O -6.96413 2.73982 1.93334  -0.6463
O 0.48700 -1.84043 -5.38889  -0.6384
O -1.08217 1.38231 1.03690  -0.6378
O 5.62656 4.46920 -0.73982  -0.6418
C 1.40899 -3.92750 1.90048  -0.3489
C -2.89237 -2.32697 -0.80128  0.9764
C -0.94522 1.21297 -4.53718  0.3213
C 1.14700 -2.07272 -4.34022  0.4154
C 4.92276 3.57115 -1.20262  0.4469
C 5.89128 2.78870 3.11956  0.4965
C -3.50113 1.39040 3.84099  0.6023
C -3.74733 -2.58617 -3.05848  -0.4290
C 1.80042 -4.85909 3.01573  -0.5711
C 0.02843 -4.35499 1.53235  0.6595
C 3.94547 2.03229 -2.64091  -0.2249
C -6.15146 1.90553 1.63962  0.4571
C -0.91587 2.97731 -2.93252  -0.7513
C 5.92586 0.64869 2.04886  -0.4270
C -2.26345 2.23113 -2.95771  0.3602
C 2.85666 -2.55328 -2.76835  -0.6613
C -5.43903 -0.20233 1.27491  -0.6936
C 3.67959 1.66888 -1.20847  0.2322
C 4.28526 3.53432 -2.56566  -0.5881
C 6.57552 2.01101 2.02308  -0.0405
C -3.31278 1.10181 5.29959  -0.7000
C 0.01861 2.03378 -3.73556  0.8599
C -4.15257 -2.51662 -1.59217  -0.5446
C 4.56332 1.05438 2.60047  0.2876
C -4.90866 2.07131 0.78473  0.0698
C -1.93241 -3.04971 -1.68808  0.2648
C -2.19303 3.03036 4.88044  0.3548
C -0.42640 -4.77525 2.93312  0.4481
C 2.11898 -3.11267 -3.97284  -0.5301
C -3.08316 2.84407 3.68575  -0.2049
C -4.48487 0.69180 0.55595  0.8664
C 1.80376 -1.68136 -2.18331  0.9777
H 0.78761 2.60937 -4.25076  0.4789
H -3.16627 2.83678 -3.03649  0.3764
H 3.83020 1.04207 1.79395  -0.2507
H 6.42807 -0.11597 2.64145  0.3194
H 3.09694 -3.37462 -2.09325  0.3509
H 2.52969 -4.27481 3.57688  0.3706
H -4.56010 -3.41208 -1.12294  0.3412
H -4.38152 0.39194 -0.48688  0.4630
H 2.62690 1.73479 -0.93353  -0.0783
H -4.45634 -3.09165 -3.71415  0.3401
H 0.51726 1.24702 -3.16947  -0.7915
H -2.86003 -2.89684 0.12733  0.3247
H -5.09449 2.57089 -0.16607  0.2945
H -3.48405 0.49908 0.94236  -0.8226
H -0.61123 3.08946 -1.89198  0.3192
H -2.54020 3.02943 2.75896  0.1996
H 4.19038 0.28909 3.28117  0.3077
H 4.05888 0.66017 -1.04503  0.1309
H 2.13111 -0.85364 -1.55417  -0.3363
H 4.79300 1.46973 -3.03247  0.3730
H 4.94425 3.93841 -3.33412  0.3630
H -4.98414 -0.86024 2.01540  0.3465
H 3.89661 -2.27892 -2.94532  0.3721
H 6.41125 2.56904 1.10127  -0.1422
H 1.59483 -4.04871 -3.77995  0.2864
H -2.33070 1.62349 -2.05529  -0.3894
H -0.55010 -3.54010 1.09721  -0.6461
H -4.51913 1.12492 3.55585  0.0113
H -4.92275 -1.78936 -1.33528  0.1559
H 2.09132 -4.03265 1.05700  0.2492
H 3.07196 1.85166 -3.26734  0.0408
H -2.91349 0.77783 3.15723  -0.1834
H -2.51908 -1.30855 -0.69370  -0.7056
H -5.92820 -0.84464 0.54261  0.3400
H -4.09101 2.50400 1.36120  -0.2676
H -3.53696 -1.59591 -3.46251  0.1958
H -0.03090 -5.21952 0.87116  0.3236
H 2.92350 -3.28733 -4.68723  0.2821
H 3.42045 4.19274 -2.64755  0.2605
H 1.50180 -2.91300 2.28817  0.1975
H 1.10786 -2.29329 -1.60941  -0.4770
H 5.86477 0.30924 1.01486  0.1650
H 7.65173 2.07377 2.18413  0.3369
H -0.93468 3.92090 -3.47788  0.3097
H -3.97381 3.45419 3.83617  0.3152
H -2.94173 0.08268 5.40819  0.2830
H 2.22844 -5.76893 2.59489  0.2738
H -4.21952 1.11327 5.90438  0.3132

Cartesian forces, eV/Å:
2.9 2.2 -2.7
1.0 0.2 0.2
-0.6 -0.4 0.1
3.0 3.8 -0.3
-4.8 -2.5 0.4
-0.4 1.6 2.7
0.7 -0.5 0.2
-1.0 -1.8 1.3
0.4 -0.7 -0.5
-0.3 -0.1 0.2
0.6 -0.4 1.7
-0.3 -0.7 -1.4
-0.3 -2.0 0.6
-1.7 0.3 0.2
-2.2 -4.6 2.3
-0.7 -1.3 -1.1
-2.3 0.9 -0.9
0.3 0.5 0.4
2.8 -1.7 4.0
-2.0 0.5 1.0
-0.9 -2.0 -0.8
1.3 0.1 -1.3
0.9 -0.3 -0.4
0.4 -0.9 -4.3
-2.9 3.4 -3.4
0.6 3.7 0.5
4.7 2.9 0.3
-0.5 -0.3 -1.2
0.6 0.6 1.4
1.0 0.8 -0.6
-0.5 0.8 1.2
-0.6 0.8 -1.4
-0.9 2.2 -1.1
0.2 -0.7 0.0
0.0 0.6 -0.7
0.5 -0.1 0.4
0.5 -2.1 1.0
-0.4 -1.1 -0.2
-0.2 -0.9 -0.7
0.4 -0.6 -0.6
1.7 0.9 0.3
0.0 0.1 0.8
-0.4 0.0 1.0
-1.8 0.5 1.3
-0.3 -1.4 0.0
0.2 0.7 0.4
2.5 -1.1 0.0
-0.5 -0.5 -2.1
-0.8 -1.2 -0.9
1.6 -0.9 -0.3
-0.7 -0.2 0.0
2.4 -2.2 -0.8
-0.1 0.8 1.0
-0.3 -0.4 -0.5
0.2 0.1 -0.2
-0.2 1.1 0.2
0.1 0.3 0.1
-0.5 -0.2 0.4
0.0 -0.8 0.7
-0.3 -0.6 -1.0
-0.3 0.2 -0.2
0.1 0.0 0.3
0.5 -0.5 0.1
0.1 0.2 0.6
-0.2 0.6 0.3
-0.2 0.5 0.5
0.1 0.2 0.0
0.1 0.3 -0.1
-0.2 0.3 0.2
0.0 0.4 0.4
-0.2 0.0 0.5
0.0 0.0 -0.1
0.0 0.0 -0.1
0.3 -0.4 0.1
0.0 0.2 0.1
-0.4 1.3 -0.6
-0.3 -0.2 -0.1
0.0 0.0 0.1
-0.1 -0.1 0.1
-0.2 -0.2 0.2
-0.2 0.5 0.1
0.1 0.4 -0.4
0.2 0.2 0.0
0.1 -0.2 -0.1
0.5 -0.2 0.4
0.0 0.0 0.2
-0.5 0.0 0.3
-0.5 0.9 -0.2
-0.3 0.2 -0.1
0.1 0.0 0.1
-0.8 -0.1 -0.8
-0.3 -0.1 0.6
-0.5 0.2 -0.3
0.0 0.1 0.2
-0.2 -0.4 0.1
0.0 -0.3 0.1
-0.2 0.1 0.3
0.1 0.5 -0.4
0.9 0.3 0.5
0.0 -0.3 0.4
-0.2 0.4 -0.2

Properties
ΔE to the lowest compared entry with this formula, charge and spin in kcal/mol: 54.16
F_max in eV/Å: 5.59
LUMO in eV: 1.967
E_tot in Ha: -3212.9766
Highest occupied orbital energy in eV: -7.58
Spin multiplicity: 1
Charge: -1

---

Entry 2:
A cluster of 4 separate species, C32H48F12O9PS in total. Source: OMol25; level of theory: the ωB97M-V functional and the def2-TZVPD basis.

Last column: Mulliken charge in e.
CARTESIAN COORDINATES (ANGSTROEM)
S 0.72150 2.47915 -2.69601  -0.5400
P -0.41892 0.78451 -3.52525  1.0099
F -1.18052 -5.36008 4.67282  -0.2927
F 3.36948 9.27679 -3.00546  -0.2483
F -6.35856 1.02026 4.27420  -0.2397
F 2.86698 -0.46354 -5.83053  -0.2526
F -6.11960 2.67820 5.64214  -0.2499
F -7.75832 1.29309 5.89366  -0.2448
F 1.61927 10.14722 -2.09033  -0.2440
F -1.12554 -3.82009 3.16430  -0.1441
F 3.57180 -2.26097 -4.59902  -0.3021
F -1.27567 -3.27751 5.24634  -0.2770
F 1.48434 -2.30744 -5.54851  -0.2709
F 3.50854 10.17549 -1.04172  -0.2567
O -0.10615 -0.31857 -2.21477  -0.1685
O -4.32098 0.43320 5.98509  -0.3120
O 3.74546 0.85342 -2.88955  -0.2821
O 1.31659 7.76712 -0.73478  -0.5104
O -5.93543 -0.00626 7.50085  -0.5148
O 1.12415 0.41573 -4.30792  -0.3954
O 1.23695 -4.19930 5.77917  -0.3416
O 1.59408 -4.03286 3.55614  -0.5177
O 3.48066 7.28060 -1.15392  -0.3117
C 3.30481 5.99168 -0.53696  -0.4063
C -1.49728 0.52911 -6.25282  -0.9307
C -1.79267 -5.88169 -0.49317  -0.4791
C -0.82142 1.60201 -5.23225  -0.7768
C -3.38902 -0.32959 6.76921  -0.2387
C 2.91842 -0.27449 -2.51748  -1.2165
C 2.39189 8.07299 -1.18336  0.3676
C -0.86681 -2.02798 0.67083  -0.8981
C -0.72574 -6.15689 -1.58068  -0.5391
C 3.24398 -2.81885 5.84336  -1.1146
C 0.25535 -3.63062 -1.24403  -0.1836
C -3.29953 -0.36451 -1.84744  -0.6487
C 1.81964 -0.67443 -3.63181  1.0783
C 1.27093 -2.47491 -1.65200  -0.2973
C -1.92579 1.68516 -2.76837  -1.4332
C -0.68033 -4.13805 4.39063  0.9185
C 2.71831 9.41487 -1.83122  0.8720
C 5.00016 0.47057 -0.67498  -0.8339
C -3.71887 2.02093 -0.93703  -1.4136
C 2.65688 -4.20909 5.99767  -0.1849
C -1.86921 -4.53277 0.27616  -0.6189
C 2.55514 5.04183 -1.45199  -0.9641
C 5.02933 0.83505 -2.23570  -0.2433
C 2.42639 -1.47072 -4.90324  0.6873
C -6.45368 1.37211 5.57252  0.8817
C -0.81266 -3.43003 -0.12822  0.9746
C 0.65960 -1.44303 -2.74880  -0.5399
C -2.53896 1.01034 -1.44410  1.1655
C -3.62405 -1.81888 6.60344  -1.0182
C -5.57371 0.51306 6.47499  0.3543
C 0.84120 -4.10612 4.49230  0.3307
C 0.29358 -5.03082 -1.95872  -0.5454
H -3.31624 3.10801 -0.92659  0.3229
H -2.39065 -0.07747 6.40380  0.3250
H -1.63702 2.76056 -2.47804  0.2955
H 2.81066 6.09670 0.43360  0.3193
H 2.48382 4.04941 -1.00567  0.3220
H 1.54270 5.39800 -1.65420  0.4267
H -1.78886 0.99881 -7.25345  0.3491
H -3.09781 -0.52439 -2.97164  0.1047
H -4.59856 2.04689 -1.68859  0.3424
H -4.42166 -0.29029 -1.61448  0.4764
H -4.61025 -2.11068 6.97241  0.3792
H 2.73571 -2.11403 6.50651  0.2953
H -1.80488 0.87756 -0.58260  0.1575
H -0.76527 -0.34034 -6.45458  0.1164
H -2.57006 -6.68063 -0.22833  0.2650
H -2.44420 0.04518 -5.79907  0.2197
H 6.09964 0.52635 -0.31123  0.3725
H 1.10028 -5.20761 -2.76128  0.2833
H -1.79725 -1.91434 1.32781  0.3214
H -3.43288 -0.02505 7.81907  0.2984
H 3.59910 -1.19532 -2.34116  0.4187
H 2.81474 -4.55786 7.02113  0.3124
H 2.15616 -2.99382 -2.18272  0.5203
H 4.65251 -0.59081 -0.43337  0.2178
H -0.70244 -7.17172 -2.09454  0.3152
H -4.06200 1.80557 0.13021  0.2988
H 4.30566 5.59622 -0.34611  0.3332
H 3.06066 4.96312 -2.41785  0.3303
H -1.14760 -0.34325 -4.09531  -0.2486
H 2.38478 0.02232 -1.53522  0.2326
H -2.79518 1.78592 -3.51900  0.2642
H -2.87052 -1.26601 -1.28474  -0.1688
H 5.81290 0.17912 -2.75845  0.2444
H 0.95150 3.28615 -3.81012  0.1044
H 0.18029 1.96408 -5.65481  0.3430
H 3.14139 -4.93126 5.33409  0.3171
H 0.04075 -1.99960 1.39178  0.1772
H 1.60025 -1.89994 -0.72096  0.1970
H 3.11655 -2.44278 4.82559  0.3224
H 4.31025 -2.82157 6.07519  0.3701
H -2.65465 -4.33350 1.07898  0.3161
H 5.43640 1.91658 -2.30601  0.2958
H -2.87263 -2.39207 7.14832  0.3338
H 4.43002 1.22830 -0.02409  0.1864
H -0.76185 -1.11379 -0.00329  -0.1171
H -1.50462 2.51410 -5.15310  0.3981
H 0.03220 -2.03945 -3.51870  0.2371
H -3.58782 -2.09576 5.54716  0.2570

Cartesian forces, eV/Å:
1.5 1.8 0.3
-2.3 0.8 -2.9
0.6 0.2 0.1
-0.2 -0.3 0.5
0.2 -0.2 0.6
-0.8 -3.0 1.7
0.2 -0.5 0.3
0.7 -0.3 0.3
0.3 -0.7 0.3
0.8 -0.1 0.6
-2.3 1.3 -0.8
0.6 -0.2 -0.1
2.2 1.8 1.2
-0.2 -0.5 0.1
1.9 -1.5 0.0
-1.0 0.5 0.0
0.7 -1.1 0.5
0.6 0.9 -0.4
-0.2 0.6 -0.8
1.0 -3.2 1.9
-0.8 -0.1 -0.6
-1.0 -0.1 0.5
-0.4 1.2 -0.2
-0.2 -0.9 0.1
0.3 -0.1 0.4
1.8 2.4 -0.3
0.1 0.7 -1.5
0.5 -0.5 0.3
0.3 0.0 -0.1
-0.1 -2.0 0.9
0.8 -0.6 0.1
0.0 3.6 1.7
-0.2 0.3 -0.2
-2.4 -2.9 0.8
0.8 0.0 0.1
-0.7 0.5 0.0
-0.9 -0.3 -0.5
-1.5 -0.1 1.9
-2.0 0.0 -0.5
0.2 1.5 -1.0
1.0 0.2 0.4
0.8 0.9 -0.2
0.7 0.1 0.1
3.5 -0.7 -3.7
-0.1 0.3 -0.1
0.4 0.9 0.8
0.5 1.0 -0.4
-1.2 1.0 -1.3
-0.6 -1.5 -0.6
0.2 0.2 -1.0
-2.2 0.7 -0.5
-0.4 -0.1 -0.1
1.4 -1.0 1.0
1.9 0.0 0.2
-2.3 0.7 2.5
-0.5 -1.7 0.1
-0.3 0.2 -0.2
-0.4 -1.8 -0.7
-0.1 0.2 -0.2
0.0 0.1 -0.1
0.1 -0.1 0.2
0.4 -0.5 1.3
-0.6 0.0 1.8
1.3 -0.3 1.3
1.6 -0.2 -0.5
0.1 0.1 0.1
0.1 -0.1 0.1
-0.8 0.1 -1.4
-1.1 1.4 0.3
1.4 1.2 -0.5
1.4 0.9 -0.6
-1.7 -0.1 -0.6
-1.5 0.2 1.4
1.2 -0.4 -1.1
-0.2 0.0 -0.2
-1.2 1.3 -0.3
-0.4 0.0 -0.1
-1.2 0.9 1.0
0.3 1.5 -0.5
0.0 1.6 0.8
0.2 0.0 -1.5
0.0 0.4 -0.1
0.1 -0.1 0.1
0.2 0.1 0.4
0.6 -0.7 -1.7
1.2 -0.5 1.0
-0.6 1.2 -0.8
-1.3 0.5 0.5
-0.2 -1.0 0.8
-1.5 -0.5 0.2
-0.2 0.1 -0.1
-1.4 -0.1 -1.1
-0.3 -0.9 -1.3
0.1 -0.1 0.1
-0.1 -0.1 0.0
1.3 -0.3 -1.4
-0.7 -1.7 0.0
0.0 0.1 -0.1
0.6 -1.2 -1.2
-0.3 -1.4 0.6
0.9 -1.1 0.0
0.8 0.9 1.3
0.2 0.1 0.1

Properties
F_max in eV/Å: 5.12
LUMO in eV: 1.755
E_tot in Ha: -3863.0505
Highest occupied orbital energy in eV: -4.46
Spin multiplicity: 1
Charge: -1